## one
Molecular formula: C5H14
Method: DFT, the ωB97M-V functional and the def2-TZVPD basis

Each line ends with the natural charge from an NBO analysis.
Atoms and positions in Å:
1 C -1.63 0.35 -1.61  -0.496
2 C -2.06 -0.70 -0.53  -0.812
3 C -0.27 0.15 -2.34  -0.742
4 H -2.44 0.37 -2.40  0.164
5 H -1.62 1.27 -1.04  0.187
6 H -1.81 -1.68 -0.92  0.197
7 H -3.12 -0.47 -0.36  0.186
8 H 0.20 -0.67 -1.77  0.205
9 H -0.51 -0.06 -3.39  0.186
10 H -1.67 -0.35 0.43  0.197
11 H 0.41 0.96 -2.26  0.196
12 C 1.88 -0.68 2.05  -0.800
13 C 1.92 0.88 2.24  -0.800
14 H 2.39 -1.29 2.77  0.191
15 H 0.82 -0.95 2.04  0.192
16 H 2.04 -0.85 0.99  0.199
17 H 1.26 1.39 1.55  0.194
18 H 2.98 1.15 2.12  0.175
19 H 1.72 1.14 3.29  0.181

Charge: -1
Spin multiplicity: 2
E_LUMO (spin up / spin down) (eV): 4.354 / 4.319
HOMO level (spin up / spin down) (Eh): 0.054 / -0.276
Gap between HOMO and LUMO (spin up / spin down) (eV): 2.872 / 11.828

## two
Molecular formula: C5H14
Method: DFT, the ωB97M-V functional and the def2-TZVPD basis

Each line ends with the natural charge from an NBO analysis.
Atoms and positions in Å:
1 C -1.36 2.34 -1.17  -0.758
2 C -1.11 1.45 -2.41  -0.852
3 H -0.52 2.27 -0.47  0.197
4 H -1.39 3.35 -1.56  0.179
5 H -2.33 2.14 -0.72  0.191
6 H -1.69 1.85 -3.25  0.179
7 H -1.58 0.48 -2.19  0.190
8 H -0.05 1.34 -2.59  0.193
9 C 0.83 -1.92 1.55  -0.485
10 C -0.31 -1.10 0.90  -0.833
11 C 2.18 -1.23 1.54  -0.739
12 H 0.69 -2.43 2.52  0.188
13 H 0.81 -2.89 0.94  0.179
14 H -0.38 -1.03 -0.19  0.209
15 H 2.17 -0.22 1.95  0.199
16 H 2.92 -1.83 2.11  0.180
17 H 2.52 -1.09 0.51  0.197
18 H -1.26 -1.44 1.40  0.189
19 H -0.16 -0.04 1.12  0.195

Charge: -1
Spin multiplicity: 2
E_LUMO (spin up / spin down) (eV): 4.152 / 4.250
HOMO level (spin up / spin down) (Eh): 0.057 / -0.264
Gap between HOMO and LUMO (spin up / spin down) (eV): 2.613 / 11.438

## three
Molecular formula: C5H14
Method: DFT, the ωB97M-V functional and the def2-TZVPD basis

Each line ends with the natural charge from an NBO analysis.
Atoms and positions in Å:
1 C -1.59 1.25 -0.63  -0.719
2 C -1.04 1.88 -1.92  -0.903
3 H -0.83 1.09 0.09  0.196
4 H -2.31 1.95 -0.17  0.178
5 H -2.13 0.38 -0.86  0.188
6 H -1.92 2.26 -2.47  0.174
7 H -0.46 1.22 -2.55  0.190
8 H -0.50 2.76 -1.65  0.187
9 C 0.53 -1.20 1.40  -0.440
10 C 0.85 -2.27 0.37  -0.715
11 C 1.42 0.00 1.19  -0.841
12 H -0.54 -0.92 1.29  0.182
13 H 0.65 -1.58 2.40  0.177
14 H 1.91 -2.64 0.57  0.180
15 H 0.85 -1.79 -0.61  0.202
16 H 2.40 -0.32 1.25  0.187
17 H 1.26 0.32 0.12  0.189
18 H 0.19 -3.16 0.32  0.192
19 H 1.25 0.79 1.86  0.196

Charge: -1
Spin multiplicity: 2
E_LUMO (spin up / spin down) (eV): 4.215 / 4.251
HOMO level (spin up / spin down) (Eh): 0.057 / -0.291
Gap between HOMO and LUMO (spin up / spin down) (eV): 2.657 / 12.175

## four
Molecular formula: C5H14
Method: DFT, the ωB97M-V functional and the def2-TZVPD basis

Each line ends with the natural charge from an NBO analysis.
Atoms and positions in Å:
1 C 0.68 2.27 -1.80  -0.922
2 C 0.80 0.87 -2.44  -0.749
3 H 1.36 2.37 -0.94  0.186
4 H 1.06 3.03 -2.49  0.175
5 H -0.35 2.50 -1.55  0.188
6 H 1.81 0.60 -2.74  0.192
7 H 0.08 0.90 -3.27  0.184
8 H 0.38 0.19 -1.70  0.197
9 C 0.64 -1.77 1.66  -0.716
10 C -0.43 -0.86 1.03  -0.548
11 C -1.72 -0.69 1.91  -0.721
12 H 0.22 -2.78 1.60  0.183
13 H 1.45 -1.89 0.94  0.209
14 H 0.75 -1.51 2.71  0.199
15 H -0.05 0.09 0.65  0.196
16 H -0.85 -1.38 0.16  0.174
17 H -2.34 -0.02 1.32  0.201
18 H -1.34 -0.26 2.85  0.185
19 H -2.15 -1.66 2.12  0.186

Charge: -1
Spin multiplicity: 2
E_LUMO (spin up / spin down) (eV): 4.107 / 4.186
HOMO level (spin up / spin down) (Eh): 0.056 / -0.283
Gap between HOMO and LUMO (spin up / spin down) (eV): 2.585 / 11.899

Of them, one has the lowest stability.